A cluster of 2 separate species, C10H16 in total at a distorted geometry, computed with ωB97M-V/def2-TZVPD.

```
26
Properties=species:S:1:pos:R:3:forces:R:3
C -0.066 2.124 1.117 -1.1 -0.6 0.0
C 0.719 0.813 0.987 -1.9 0.5 0.4
C 1.974 0.791 0.433 1.0 -0.7 -0.8
C 2.426 -0.499 0.112 -1.5 -0.3 1.8
C 1.810 -1.655 0.669 -0.6 0.4 -1.0
C 0.489 -1.701 1.225 2.7 2.7 -1.1
C 0.026 -0.369 1.331 -2.1 -0.3 1.9
H 0.210 2.592 2.022 0.6 1.0 1.0
H -1.177 2.048 1.227 0.8 -0.7 -0.1
H 0.022 2.811 0.285 0.6 0.0 -0.2
H 2.633 1.682 0.258 -1.2 -0.8 -0.2
H 3.152 -0.693 -0.628 1.5 0.1 -0.1
H 2.461 -2.490 0.543 -0.3 -1.1 -0.2
H -0.044 -2.630 1.418 0.1 0.5 0.4
H -0.948 -0.161 1.912 1.3 -0.5 -1.4
C -2.743 0.471 -0.797 0.4 0.6 3.3
C -1.440 0.450 -1.533 -5.7 0.9 -7.8
C -1.572 -0.874 -2.578 -2.2 1.3 5.9
H -3.058 1.446 -0.445 -0.4 0.5 -0.7
H -2.738 -0.012 0.244 0.6 -0.1 -1.5
H -3.433 -0.071 -1.354 -1.8 -0.3 -0.8
H -1.303 1.449 -2.247 -0.2 -2.5 2.0
H -0.727 0.318 -0.909 5.3 -0.8 3.5
H -1.903 -1.744 -1.935 0.6 0.8 -0.5
H -2.247 -0.878 -3.358 -1.3 0.9 -1.7
H -0.629 -0.974 -2.821 4.7 -1.2 -2.0
```
Forces are in eV/Å.

Values from the calculation:
lowest unoccupied orbital energy	1.050	eV
max |F|	9.67	eV Å⁻¹
total energy	-10626.4710	eV
charge	0
SMILES	Cc1ccccc1.CCC
HOMO energy	-8.709	eV

Mulliken population analysis, charges in e, atoms 1 to 8: atom 1 (C): -1.504, atom 2 (C): 0.640, atom 3 (C): -0.279, atom 4 (C): -0.630, atom 5 (C): -0.329, atom 6 (C): -0.939, atom 7 (C): 0.102, atom 8 (H): 0.484